# C45H60O15

9 unconnected molecules or ions with the total composition C45H60O15 at a distorted geometry (the ωB97M-V functional and the def2-TZVPD basis, the OMol25 dataset).

```
120
Properties=species:S:1:pos:R:3:forces:R:3:mulliken_charge:R:1
C 2.438145 -4.843694 -5.155606 3.98 1.65 -1.67 -1.81
C 3.210079 -5.191650 -3.983457 0.69 -2.24 1.98 0.84
C 4.617072 -4.531591 -3.870699 0.55 0.01 -0.19 -1.27
O 2.440446 -4.972346 -2.731831 2.36 0.17 -0.43 -0.47
H 2.192577 -3.830008 -5.223908 -0.16 1.74 -0.35 0.23
H 1.633097 -5.382398 -5.192702 -5.07 -3.02 -0.03 0.70
H 3.002496 -5.223008 -6.024837 -0.03 0.72 0.03 0.41
H 3.286787 -6.387476 -4.131717 0.59 2.44 0.90 0.14
H 4.792196 -3.394816 -3.888510 -1.12 -1.59 0.13 0.22
H 5.273536 -4.910515 -4.672869 -0.56 0.08 -0.11 0.40
H 5.127811 -4.934713 -3.000294 -0.17 0.21 0.44 0.36
H 1.514232 -4.984021 -2.890096 -1.12 -0.13 -0.63 0.27
C -3.884163 4.406985 -2.217966 2.95 3.16 -1.92 -1.15
C -2.742528 3.506217 -2.193611 2.24 -5.38 3.08 1.31
C -3.196662 2.034685 -2.263273 -0.96 -0.99 -0.74 -1.45
O -1.893297 3.551129 -3.325554 -4.02 0.36 -2.85 -0.42
H -4.061776 4.155333 -3.278808 -2.01 1.39 0.32 0.31
H -3.375703 5.416975 -2.063590 -0.64 -0.56 -1.23 0.29
H -4.609474 4.575125 -1.485374 -1.56 -1.38 0.92 0.45
H -2.047941 3.560199 -1.285256 -0.88 0.38 -1.06 -0.74
H -3.928525 1.738264 -3.083273 1.11 0.96 0.23 0.33
H -3.821963 1.852959 -1.456372 -1.17 -0.49 2.14 0.52
H -2.454143 1.217233 -2.241422 0.16 0.85 -0.14 0.23
H -2.622940 3.661998 -4.034614 2.17 -0.54 0.63 0.37
C -0.170264 -3.957976 4.679090 -1.72 1.62 -3.06 -2.33
C -1.169883 -3.984092 3.577019 -1.41 0.69 -0.28 0.57
C -2.141256 -2.719298 3.563100 -1.67 -2.16 1.51 -0.77
O -0.459883 -4.119311 2.349047 -0.83 -2.36 -3.88 -0.56
H -0.562541 -4.073248 5.567388 -2.61 -1.00 4.60 0.68
H 0.254375 -3.048545 4.769122 1.57 3.50 -0.13 0.52
H 0.594080 -4.578303 4.604471 3.21 -3.34 -0.84 0.63
H -1.742306 -4.847057 3.709960 -1.17 -1.49 0.15 0.38
H -2.823683 -2.681024 2.716673 -0.05 -0.53 -0.13 0.33
H -1.507115 -1.950803 3.418869 2.15 3.04 -0.48 -0.06
H -2.781714 -2.423140 4.502073 1.41 -1.20 -1.41 0.33
H -0.845888 -4.859041 1.592781 1.11 3.28 3.82 0.34
C 1.219478 1.563292 5.123402 -1.71 -2.75 1.38 -1.62
C -0.355337 1.652172 5.093516 1.58 -3.21 3.51 1.83
C -1.080274 0.454989 5.954737 2.79 -0.90 -8.53 -1.84
O -0.649777 2.920208 5.596364 -2.76 -2.24 1.07 -0.60
H 1.709084 0.583918 4.799604 -0.93 0.94 0.96 0.26
H 1.426862 1.913316 6.138573 0.72 -0.49 -0.10 0.42
H 1.600480 2.226192 4.447343 0.94 2.22 -1.80 0.50
H -0.679346 1.299936 4.189252 -1.10 0.71 -3.25 -0.76
H -0.795551 -0.625680 5.535755 -0.38 2.41 0.49 0.09
H -2.082594 0.488208 5.958800 -3.81 0.54 -0.52 0.55
H -0.817747 0.447028 6.846949 2.76 0.12 8.31 0.81
H -0.042460 3.465265 5.185671 1.75 2.41 -1.42 0.38
C -1.481709 5.632418 2.086820 1.42 1.42 -2.63 -0.82
C -0.945197 4.438802 2.891065 -0.84 -2.25 -0.44 0.59
C -0.150960 3.359543 1.864655 0.13 5.40 0.79 -0.65
O -0.034499 4.916009 3.865678 0.33 0.84 1.14 -0.62
H -2.004829 6.344306 2.764618 -0.66 -0.82 -0.77 0.44
H -1.965770 5.273007 1.039231 0.45 1.04 2.81 -0.05
H -0.618775 6.428902 1.682590 -1.56 -2.59 1.04 0.20
H -1.882993 3.790571 3.452093 2.44 1.90 -1.54 -0.01
H 0.469572 2.658606 2.327602 0.18 -1.50 1.01 0.40
H 0.572227 3.998479 1.235342 -1.30 -0.93 1.23 0.26
H -0.923276 3.051130 1.212159 -0.57 -1.01 -0.60 -0.04
H -0.352397 5.669101 4.454667 0.04 -1.52 -1.51 0.34
C 2.856037 4.105775 -3.435282 0.98 -2.56 3.95 -0.43
C 2.301479 3.875381 -2.055351 2.38 0.92 -4.53 -0.22
C 0.842677 4.376728 -1.861009 0.73 -1.13 3.46 0.04
O 0.359592 4.415849 -0.708330 1.04 0.07 -2.31 -0.34
C -0.015189 4.709596 -2.967197 2.28 3.13 -4.88 0.62
C 0.611167 4.918968 -4.233475 -3.61 -1.52 4.37 -0.40
C 1.940333 4.611575 -4.520503 4.15 0.08 -1.97 0.46
O 2.397824 4.786658 -5.681711 -0.91 -0.59 2.41 -0.64
H 4.038343 3.702659 -3.826725 -3.97 1.46 1.44 0.18
H 2.985227 3.412042 -1.193593 -2.00 1.26 -1.98 0.33
H -1.113301 4.944877 -2.949641 2.46 0.32 0.92 -0.05
H 0.019224 4.965655 -5.098526 -0.93 0.88 -1.00 0.43
C 0.646835 0.114835 -2.063039 -3.96 3.92 1.10 0.20
C 0.013002 0.687579 -0.807861 3.35 -4.35 -6.17 0.03
C 0.003479 -0.304124 0.312964 -1.01 3.02 4.21 -0.59
O -0.400551 0.073225 1.476097 0.92 -1.49 -3.76 -0.25
C 0.594916 -1.620277 0.152055 2.55 -2.22 -6.68 -0.23
C 1.230553 -2.088869 -1.129677 -1.11 0.71 4.61 -0.57
C 1.206014 -1.191708 -2.341638 -0.57 -1.70 3.98 0.63
O 1.521167 -1.558482 -3.461653 -1.89 -5.63 10.23 -0.02
H 0.406163 0.586222 -3.109871 0.68 0.06 2.41 0.00
H -0.413382 1.658882 -1.025985 -0.23 -0.06 1.11 0.70
H 0.527089 -2.408639 0.854844 -0.19 -0.06 1.28 0.40
H 1.756548 -3.123215 -1.094059 -1.03 2.01 -0.49 0.06
C 2.840464 -5.441100 2.823105 -1.25 3.66 -6.12 -0.67
C 2.749996 -4.355949 1.762927 1.51 -4.82 3.23 0.31
C 3.851751 -3.338021 1.835016 -0.25 1.29 1.06 0.54
O 4.057472 -2.516619 0.974062 -0.22 -0.13 -1.12 -0.54
C 4.658550 -3.165499 3.096853 3.05 -4.25 2.60 -0.42
C 4.635442 -4.205780 4.090917 -1.08 3.75 -0.81 -0.18
C 3.742260 -5.410245 3.942009 1.54 -0.16 2.77 0.35
O 3.871956 -6.315142 4.792679 -0.71 1.36 -1.99 -0.58
H 2.330466 -6.349151 2.536938 -0.31 -0.11 0.61 0.38
H 2.198167 -4.542181 0.767632 0.80 0.48 1.99 0.20
H 5.724217 -2.625108 3.097491 -3.12 -0.18 -0.16 0.30
H 5.013391 -3.975122 5.157212 0.05 -0.90 -2.08 0.32
C 0.312720 0.823172 -6.547060 6.16 7.08 -3.02 -0.43
C 1.679049 1.456820 -6.334363 -6.25 -4.62 1.68 -0.59
C 2.537183 0.741806 -5.256292 0.59 3.42 -3.05 0.40
O 3.656747 1.209866 -5.059613 -0.86 -0.93 0.71 -0.62
C 2.040156 -0.489645 -4.688121 -3.43 -0.68 -4.80 -0.60
C 0.720301 -1.129862 -5.159992 6.96 0.97 -0.20 0.11
C -0.020078 -0.493760 -6.129175 -0.43 0.70 -0.19 0.12
O -1.042086 -1.006168 -6.463190 -3.40 -1.34 -1.65 -0.61
H -0.226676 1.492286 -7.384406 0.45 -2.22 2.21 0.28
H 1.819392 2.454214 -6.679028 0.62 0.47 -0.21 0.58
H 2.735261 -0.943690 -3.962593 2.32 1.01 -2.33 0.48
H 0.522023 -2.223516 -4.894418 -0.27 2.01 -0.83 0.34
C -6.410225 -0.859351 1.478069 0.30 2.50 5.25 -0.46
C -6.465966 -0.463875 2.940589 1.77 -2.27 -5.97 -0.80
C -5.206424 0.064310 3.566669 1.31 3.61 0.36 0.74
O -5.057819 0.555702 4.700378 -1.52 -1.91 -1.04 -0.56
C -4.028344 0.487752 2.675050 -2.48 -5.50 -4.78 -0.50
C -4.029880 -0.128605 1.297693 0.08 4.54 6.76 0.00
C -5.191484 -0.675292 0.622491 0.83 -1.73 0.62 0.25
O -5.033222 -1.206430 -0.476949 -1.02 0.83 0.80 -0.57
H -7.259545 -1.179045 0.923640 -0.79 -0.46 0.08 0.44
H -7.317999 -0.747040 3.519732 -0.39 0.20 0.30 0.43
H -3.215238 0.855429 3.282357 0.39 0.34 -0.59 0.55
H -3.174720 0.194900 0.820417 1.68 -0.12 -1.78 0.43
```
Forces are in eV/Å.

- LUMO (eV) = -2.8
- orbital gap (eV) = 5.5

***

# C45H63ClHfN6P2

A molecular structure, C45H63ClHfN6P2 at a distorted geometry (the ωB97M-V functional and the def2-TZVPD basis, the OMol25 dataset).

```
118
Properties=species:S:1:pos:R:3:forces:R:3:mulliken_charge:R:1
Hf 0.086496 0.092731 -0.492797 -1.08 0.12 -0.21 1.43
C -3.505689 -3.703665 -1.965092 -0.06 0.02 0.03 -1.70
C -2.818952 -2.596762 -1.166104 -0.02 0.05 0.00 0.98
C -2.466095 -3.147115 0.214328 -0.01 -0.07 -0.02 -1.13
P -1.299087 -1.861742 -1.985755 0.20 -0.42 0.15 0.69
C -1.819987 -1.947879 -3.768584 -0.17 0.01 0.05 0.78
C -0.803037 -1.847831 -4.896008 0.05 0.00 0.02 -1.98
C -2.932000 -0.911805 -3.977145 0.02 -0.06 0.00 -1.70
C -0.060646 -3.124144 -1.625902 -0.05 -0.03 -0.16 -0.04
C 0.034643 -4.290671 -2.383131 0.05 -0.05 -0.01 -0.70
C 0.924070 -5.296658 -2.048557 -0.03 0.13 0.06 -1.36
C 1.726259 -5.124310 -0.931442 -0.05 0.04 -0.01 -0.80
C 1.646011 -3.970276 -0.171936 -0.02 -0.07 0.04 -0.05
C 0.758240 -2.947062 -0.497553 0.04 -0.05 0.20 -0.36
N 0.733508 -1.724041 0.254786 0.15 -0.46 0.16 1.27
C 1.322039 -1.753048 1.560016 -0.13 -0.20 -0.04 -0.32
C 0.965108 -2.775854 2.446865 -0.06 0.03 0.08 -0.11
C 1.492454 -2.837818 3.722402 -0.01 0.01 -0.05 -1.14
C 2.401909 -1.877108 4.152134 0.00 0.04 -0.06 -0.99
C 2.737553 -0.845692 3.297562 -0.01 -0.01 0.05 -0.10
C 2.196156 -0.748557 2.009552 0.18 0.04 0.12 -0.46
P 2.498670 0.700080 0.953653 -0.25 0.00 0.22 2.25
C 2.244760 2.241103 2.001871 0.06 0.06 -0.13 0.93
C 3.378669 2.753307 2.896331 -0.03 -0.12 -0.05 -1.68
C 0.973032 2.139740 2.826216 -0.06 -0.03 -0.09 -1.13
C 4.324668 0.811440 0.633005 -0.02 0.00 -0.03 0.33
C 5.064480 -0.458733 0.236135 0.21 0.36 0.01 -1.83
C 4.598090 1.946323 -0.356356 0.02 -0.09 0.00 -1.64
H -4.302195 -4.123375 -1.350400 -0.02 -0.03 0.03 0.46
H -2.820149 -4.517759 -2.199661 0.05 -0.04 -0.02 0.34
H -3.967103 -3.349096 -2.882708 -0.05 0.00 -0.03 0.38
H -3.529706 -1.777461 -1.060425 -0.02 0.06 0.03 0.55
H -1.950007 -4.103849 0.118827 -0.01 0.01 0.00 0.33
H -3.372995 -3.310350 0.795066 -0.04 0.00 0.03 0.63
H -1.800834 -2.498446 0.775646 0.10 0.11 0.12 -0.44
H -2.264543 -2.944254 -3.833833 0.08 0.09 0.00 0.62
H -0.428553 -0.831653 -5.017813 0.05 0.02 0.01 0.42
H -1.309618 -2.110168 -5.824798 -0.02 0.00 -0.04 0.49
H 0.032921 -2.537490 -4.780634 0.01 -0.01 -0.01 0.29
H -2.513269 0.092715 -4.028276 0.03 0.07 0.00 0.34
H -3.685829 -0.926382 -3.191180 -0.06 0.00 0.06 0.31
H -3.440748 -1.103643 -4.921047 0.00 -0.01 -0.04 0.56
H -0.596883 -4.413491 -3.253290 -0.02 0.00 -0.04 0.59
H 0.992143 -6.191082 -2.646618 0.01 -0.08 -0.06 0.49
H 2.441669 -5.885059 -0.654647 0.04 -0.05 0.01 0.43
H 2.317463 -3.852624 0.667880 -0.04 -0.03 -0.05 0.51
H 0.276076 -3.540069 2.112009 -0.03 -0.03 -0.01 0.59
H 1.202075 -3.644403 4.380654 -0.02 -0.03 0.03 0.50
H 2.834039 -1.931546 5.140003 0.02 0.00 0.05 0.53
H 3.433545 -0.089413 3.633058 0.03 0.03 0.02 0.36
H 2.070324 3.000891 1.229097 0.03 -0.03 0.03 -0.01
H 3.680901 2.032046 3.654760 0.01 -0.04 0.01 0.29
H 3.010085 3.631777 3.427621 0.01 0.02 0.01 0.49
H 4.258548 3.070153 2.347237 0.12 -0.04 -0.11 0.45
H 1.048439 1.369209 3.596305 0.02 0.01 -0.01 0.41
H 0.121725 1.917670 2.187506 0.08 0.08 0.05 -0.70
H 0.771189 3.088881 3.324555 0.01 0.02 0.00 0.65
H 4.696851 1.089381 1.619130 0.03 0.11 0.08 1.06
H 4.917831 -0.714045 -0.812733 0.27 0.37 0.44 0.73
H 4.786309 -1.313358 0.853994 -0.03 0.11 0.02 0.02
H 6.130538 -0.283334 0.380298 0.07 0.02 0.08 0.55
H 4.263638 1.661211 -1.355930 0.00 -0.01 -0.02 0.24
H 5.670435 2.134187 -0.411155 0.02 0.00 0.00 0.51
H 4.109922 2.883043 -0.092050 -0.05 0.05 0.05 0.35
C 1.888630 -0.722663 -3.266860 0.06 -0.09 0.07 -0.94
N 1.430676 0.225423 -2.251815 -0.30 0.59 -0.04 0.57
C 1.622957 1.495313 -2.515552 0.01 0.09 -0.01 -0.37
C 1.082750 2.536071 -1.734490 0.23 0.08 0.09 -0.18
C 1.198402 3.918623 -1.907772 -0.11 -0.04 0.02 -0.88
C 0.435539 4.508953 -0.904095 0.03 -0.11 -0.04 -1.47
C -0.109997 3.465247 -0.159734 -0.04 -0.06 -0.05 -0.62
N 0.268049 2.264066 -0.635425 0.40 0.52 0.02 0.94
C 2.913635 -1.737510 -2.843907 0.09 -0.07 -0.01 -0.04
C 3.420718 -2.561802 -3.851105 0.15 -0.10 0.08 -0.50
C 4.361089 -3.529285 -3.554862 -0.04 0.06 0.00 -1.00
C 4.812199 -3.683710 -2.245712 -0.08 0.08 0.09 -1.11
C 4.307263 -2.872170 -1.247128 -0.03 -0.40 -0.36 0.17
C 3.353006 -1.904777 -1.546523 -0.31 -0.10 -0.22 0.89
H 2.275312 -0.156968 -4.121386 -0.03 -0.05 0.02 1.15
H 1.015513 -1.260415 -3.621236 0.00 0.00 0.03 -0.95
H 2.205367 1.780532 -3.391656 0.00 -0.02 0.01 0.60
H 1.755394 4.413814 -2.683447 0.07 0.05 -0.08 0.68
H 0.284496 5.558818 -0.732161 -0.02 0.09 0.02 0.59
H -0.774849 3.546379 0.685096 -0.05 0.00 0.08 0.41
H 3.085855 -2.433890 -4.873418 -0.02 0.01 -0.05 0.50
H 4.752339 -4.157281 -4.341480 0.04 -0.04 -0.04 0.45
H 5.555467 -4.432483 -2.013550 0.04 -0.04 0.01 0.46
H 4.652077 -2.990060 -0.229334 0.01 -0.11 -0.07 0.40
H 2.935161 -1.285206 -0.755138 0.13 -0.20 -0.28 -0.51
Cl -3.349524 3.887309 -3.547965 0.00 -0.02 0.01 -0.19
C -3.391254 2.658489 -2.346893 0.05 -0.06 0.03 -0.21
C -4.574989 2.310625 -1.710615 0.08 0.03 0.01 -0.50
C -4.528273 1.310899 -0.756388 0.09 -0.02 -0.04 -1.49
C -3.317984 0.698992 -0.476740 -0.09 -0.14 -0.05 -0.43
N -2.177111 1.030004 -1.089560 0.24 0.10 0.23 0.48
C -2.218324 2.009332 -2.004550 -0.17 -0.09 -0.14 -0.87
H -5.497078 2.818717 -1.954108 -0.03 0.01 -0.02 0.55
H -5.418549 1.009253 -0.225353 -0.03 -0.02 0.02 0.60
H -3.260498 -0.069113 0.279728 -0.02 0.02 -0.06 0.85
H -1.295091 2.283538 -2.496370 0.03 0.04 -0.01 0.65
C -3.324111 -0.750446 3.511424 0.03 0.04 0.00 -1.40
C -2.653920 0.622191 3.530604 0.05 -0.08 0.05 1.42
C -1.579064 0.670683 4.617987 -0.05 0.02 -0.03 -1.46
C -3.693035 1.710383 3.769646 0.02 -0.03 -0.04 -1.77
N -2.116502 0.903563 2.173676 0.19 -0.13 -0.03 -0.19
N -1.066690 0.003754 1.751712 0.02 0.26 0.00 0.68
H -3.893639 -0.895023 4.427113 -0.02 0.00 0.05 0.54
H -2.602979 -1.570453 3.464295 0.04 -0.01 -0.02 0.24
H -4.015436 -0.833933 2.672572 -0.05 0.00 -0.05 0.23
H -2.026789 0.472137 5.589444 -0.03 -0.02 0.06 0.56
H -1.110092 1.653994 4.663900 0.00 0.03 0.01 0.29
H -0.801382 -0.084556 4.475873 0.02 -0.03 0.00 0.16
H -4.163987 1.575864 4.740364 -0.02 -0.01 0.06 0.43
H -4.466045 1.683419 3.002071 -0.02 -0.01 -0.01 0.37
H -3.232925 2.699033 3.761821 0.03 0.07 -0.01 0.40
H -1.732427 1.844637 2.156123 -0.06 -0.10 -0.01 0.20
H -1.498626 -0.921844 1.742580 0.10 0.07 -0.08 -0.41
H -0.333901 -0.065833 2.474127 -0.21 -0.04 -0.22 -0.72
```
Forces are in eV/Å.

- charge = +2
- LUMO (eV) = -5.8
- orbital gap (eV) = 6.9

***

- The lowest LUMO belongs to which entry?
  C45H63ClHfN6P2

***

- Which formula does entry 2 have?
  C45H63ClHfN6P2